Record 1
ORCA calculation (the ωB97M-V functional and the def2-TZVPD basis) on the ion C6H6N with charge +1 at a distorted geometry.

Geometry as XYZ:
```
13
Properties=species:S:1:pos:R:3:nbo_charge:R:1
C -0.072 1.908 1.073 -0.030
C -0.586 0.841 1.603 0.256
C 0.064 -0.297 1.152 -0.085
C -0.561 -0.952 -0.053 -0.261
C 0.417 -1.133 -1.220 -0.428
C -0.272 0.109 -0.943 -0.046
N 0.482 0.848 0.312 -0.127
H 0.065 3.013 1.245 0.320
H 0.916 -0.592 1.755 0.296
H -1.476 -1.529 -0.029 0.286
H 1.528 -1.107 -1.046 0.257
H 0.306 -1.760 -2.169 0.302
H -0.811 0.652 -1.678 0.260
```

Properties
- Orbital gap: 9.908 eV
- Net charge: +1
- LUMO energy: -0.2009 hartree
- SMILES string: C1=C2[C@H]3[C@@H]4C[C@@H]4[N@@+]123

=====

Record 2
ORCA calculation (the ωB97M-V functional and the def2-TZVPD basis) on a cluster of 2 separate species, C4H11N2 in total at a distorted geometry.

Geometry as XYZ:
```
17
Properties=species:S:1:pos:R:3:nbo_charge:R:1
C 2.906 -1.420 -0.629 -0.602
C 1.786 -1.243 0.414 -0.567
C 0.888 -0.099 0.143 0.478
C 1.147 1.201 0.324 -0.096
N 0.726 2.373 -0.195 -0.712
N -6.066 -0.649 0.112 -1.088
H 2.390 -1.548 -1.580 0.225
H 3.493 -2.307 -0.403 0.249
H 3.531 -0.527 -0.656 0.219
H 1.246 -2.198 0.345 0.283
H 2.034 -1.240 1.494 0.344
H 1.862 1.418 1.115 0.328
H 0.432 3.075 0.468 0.431
H 0.293 2.397 -1.103 0.419
H -5.640 -1.354 -0.466 0.361
H -7.060 -0.569 0.006 0.372
H -5.608 0.238 -0.015 0.354
```

Properties
- Orbital gap: 3.984 eV
- Net charge: +1
- LUMO energy: -0.2825 hartree

=====

Record 3
ORCA calculation (the ωB97M-V functional and the def2-TZVPD basis) on a structure of composition C27H17BrCdF5IN2O3S4 at a distorted geometry.

Geometry as XYZ:
```
61
Properties=species:S:1:pos:R:3:nbo_charge:R:1
Cd 0.321 -0.055 -0.641 1.543
O -5.916 3.486 3.682 -0.690
C -5.198 3.717 2.540 0.775
O -5.448 4.697 1.881 -0.577
C -4.189 2.709 2.198 -0.235
C -3.676 2.685 0.893 -0.088
C -2.806 1.706 0.488 -0.252
C -2.403 0.695 1.372 0.267
C -2.857 0.758 2.702 -0.280
C -3.726 1.745 3.103 -0.188
N -1.545 -0.292 0.979 -0.483
C -1.722 -1.505 1.393 0.100
C -0.762 -2.544 1.223 0.212
C -1.061 -3.857 1.636 -0.229
C -0.086 -4.822 1.561 -0.178
C 1.164 -4.475 1.054 -0.243
C 1.360 -3.170 0.629 0.062
N 0.445 -2.227 0.720 -0.465
H -5.657 2.643 4.075 0.479
H -4.003 3.451 0.208 0.229
H -2.443 1.661 -0.528 0.282
H -2.487 0.035 3.419 0.209
H -4.008 1.772 4.150 0.185
H -2.672 -1.795 1.849 0.174
H -2.050 -4.087 2.008 0.213
H -0.280 -5.832 1.895 0.207
H 1.958 -5.202 0.978 0.215
H 2.310 -2.865 0.215 0.222
F 0.051 6.597 2.439 -0.315
C 0.028 5.630 1.489 0.210
C 0.080 4.285 1.843 0.305
F 0.133 3.945 3.149 -0.317
C 0.083 3.303 0.874 0.277
F 0.165 2.017 1.288 -0.323
C -0.002 3.585 -0.506 -0.269
S -0.038 2.403 -1.723 -0.372
C -0.069 4.964 -0.823 0.298
F -0.140 5.342 -2.114 -0.308
C -0.044 5.958 0.135 0.260
F -0.095 7.258 -0.235 -0.314
S -2.582 -3.197 -3.452 -0.347
C -1.912 -1.966 -2.528 -0.540
S -0.217 -1.771 -2.473 -0.453
S -2.937 -0.925 -1.692 -0.349
Br 6.564 -1.720 -2.684 0.009
C 5.152 -2.721 -3.468 -0.110
C 5.473 -3.667 -4.425 -0.262
C 4.461 -4.427 -4.983 -0.233
C 3.150 -4.227 -4.578 -0.224
C 2.852 -3.258 -3.639 -0.171
C 3.850 -2.478 -3.056 -0.270
I 3.267 -0.968 -1.597 0.299
H 6.501 -3.799 -4.733 0.210
H 4.698 -5.163 -5.739 0.198
H 2.353 -4.818 -5.006 0.212
H 1.825 -3.086 -3.348 0.252
C 2.968 0.776 1.211 -0.218
O 2.370 0.572 -0.011 -1.016
H 3.206 1.845 1.364 0.140
H 3.919 0.218 1.289 0.135
H 2.326 0.458 2.051 0.137
```

Properties
- Orbital gap: 4.208 eV
- Net charge: -2
- LUMO energy: 0.1185 hartree

=====

Record 4
ORCA calculation (the ωB97M-V functional and the def2-TZVPD basis) on a structure of composition C35H37B2N9PSbSe4W at a distorted geometry.

Geometry as XYZ:
```
90
Properties=species:S:1:pos:R:3:lowdin_spin:R:1
W 0.503 1.656 0.821 0.006
C -0.887 2.515 -2.524 0.000
C 0.251 1.557 -2.370 0.000
C 1.008 1.087 -3.423 0.000
C 1.899 0.207 -2.846 0.000
N 1.690 0.143 -1.516 0.000
N 0.644 0.987 -1.189 0.000
B 2.430 -0.627 -0.369 0.000
N 1.400 -1.214 0.620 0.000
C 1.282 -2.496 0.995 0.000
C 0.424 -2.558 2.072 0.000
C 0.063 -1.238 2.362 0.000
C -0.830 -0.835 3.523 0.000
N 0.643 -0.447 1.435 0.000
N 3.299 0.408 0.415 0.000
C 4.613 0.490 0.577 0.000
C 4.893 1.498 1.471 0.000
C 3.641 2.041 1.856 0.000
C 3.443 3.122 2.891 0.000
N 2.679 1.351 1.214 0.000
N 3.398 -1.665 -0.862 0.000
C 4.187 -2.469 -0.106 0.000
C 5.152 -3.016 -0.872 0.000
C 4.981 -2.408 -2.141 0.000
C 5.795 -2.653 -3.371 0.000
N 3.943 -1.591 -2.132 0.000
H -1.205 2.544 -3.581 0.000
H -1.714 2.313 -1.866 0.000
H -0.490 3.513 -2.333 0.000
H 0.937 1.283 -4.446 0.000
H 2.663 -0.385 -3.313 0.000
H 1.844 -3.291 0.454 0.000
H 0.090 -3.388 2.635 0.000
H -1.357 -1.714 3.858 0.000
H -0.246 -0.416 4.324 0.000
H -1.632 -0.182 3.191 0.000
H 5.329 -0.114 0.011 0.000
H 5.860 1.914 1.669 0.000
H 4.342 3.677 2.955 0.000
H 2.580 3.755 2.607 0.000
H 3.236 2.608 3.838 0.000
H 3.936 -2.601 0.911 0.000
H 5.893 -3.678 -0.555 0.000
H 5.466 -3.563 -3.897 0.000
H 5.683 -1.761 -4.004 0.000
H 6.834 -2.788 -3.141 0.000
C -2.387 -0.983 -4.930 0.000
C -3.146 -0.145 -4.133 0.000
C -2.813 -0.139 -2.786 0.000
C -1.828 -0.934 -2.220 0.000
C -1.141 -1.793 -3.055 0.000
C -1.422 -1.802 -4.405 0.000
P -1.730 -1.173 -0.425 0.000
C -3.103 -2.403 -0.205 0.000
C -3.599 -2.661 1.097 0.000
C -4.587 -3.597 1.296 0.000
C -5.041 -4.393 0.212 0.000
C -4.454 -4.206 -1.014 0.000
C -3.483 -3.228 -1.242 0.000
C -2.445 0.281 0.422 0.000
C -3.823 0.399 0.456 0.000
C -4.533 1.222 1.337 0.000
C -3.806 2.073 2.166 0.000
C -2.418 2.077 2.079 0.000
C -1.686 1.233 1.192 0.000
H -2.617 -1.116 -5.950 0.000
H -3.982 0.457 -4.515 0.000
H -3.325 0.573 -2.145 0.000
H -0.443 -2.505 -2.566 0.000
H -0.863 -2.460 -5.067 0.000
H -3.216 -2.074 1.922 0.000
H -5.025 -3.812 2.269 0.000
H -5.792 -5.116 0.403 0.000
H -4.852 -4.752 -1.826 0.000
H -3.192 -3.053 -2.260 0.000
H -4.426 -0.213 -0.170 0.000
H -5.598 1.224 1.316 0.000
H -4.342 2.671 2.917 0.000
H -1.831 2.772 2.641 0.000
Se -2.641 7.269 1.417 0.083
Sb -2.164 9.472 0.435 0.774
Se 1.397 3.981 0.076 -0.001
Se -0.834 3.596 0.221 -0.003
Se -1.700 7.484 -0.735 0.142
B 0.786 2.434 5.530 0.000
C 0.565 2.215 4.010 0.000
N 0.460 2.106 2.878 0.000
H 1.082 3.571 5.621 0.000
H -0.278 2.211 6.037 0.000
H 1.685 1.671 5.851 0.000
```

Properties
- Orbital gap (alpha / beta): 4.042 / 4.731 eV
- Net charge: +1
- LUMO energy (alpha / beta): -0.1996 / -0.1993 hartree
- Spin multiplicity: 2

=====

Record 5
ORCA calculation (the ωB97M-V functional and the def2-TZVPD basis) on a cluster of 2 separate species, C3H4N2O3 in total at a distorted geometry.

Geometry as XYZ:
```
12
Properties=species:S:1:pos:R:3:nbo_charge:R:1
O -1.662 -1.428 -1.145 -0.372
N -1.736 -0.620 -0.245 0.500
O -2.287 -0.779 0.813 -0.333
C -1.096 0.642 -0.506 0.044
N -0.949 1.465 0.438 -0.003
O -0.357 2.628 0.252 -0.477
H -0.759 0.763 -1.540 0.190
H -0.081 2.788 -0.675 0.452
C 2.171 -1.935 0.486 -0.221
C 2.295 -0.793 0.809 -0.244
H 2.082 -2.942 0.202 0.234
H 2.377 0.210 1.112 0.231
```

Properties
- Orbital gap: 10.261 eV
- LUMO energy: -0.0239 hartree
- SMILES string: O=[N+]([O-])/C=N/O.C#C

=====

Record 6
ORCA calculation (the ωB97M-V functional and the def2-TZVPD basis) on an isolated molecule of C21H25N5O4 at a distorted geometry.

Geometry as XYZ:
```
55
Properties=species:S:1:pos:R:3:nbo_charge:R:1
C -3.365 3.547 1.870 -0.602
C -2.044 3.103 2.485 -0.442
C -0.905 4.037 2.070 -0.045
O 0.393 3.548 2.321 -0.549
C 0.797 3.468 3.672 0.098
C 2.279 3.859 3.744 -0.413
C 3.114 2.839 2.975 -0.411
C 2.865 1.433 3.523 -0.231
N 1.456 1.126 3.455 -0.407
C 0.841 0.294 2.594 0.656
O -0.376 0.170 2.555 -0.628
C 1.654 -0.569 1.694 0.053
C 1.102 -1.705 1.040 -0.313
C 2.131 -2.181 0.285 0.279
C 2.252 -3.355 -0.634 -0.112
O 1.007 -3.883 -1.012 -0.478
C 0.188 -3.142 -1.815 0.279
C 0.484 -1.883 -2.326 -0.239
C -0.425 -1.239 -3.143 -0.200
C -1.638 -1.837 -3.462 0.110
N -2.528 -1.154 -4.297 -0.183
C -3.796 -1.459 -4.659 0.182
N -4.270 -0.543 -5.465 -0.473
C -3.248 0.330 -5.582 0.141
N -2.185 -0.002 -4.894 -0.284
C -1.938 -3.097 -2.952 -0.200
C -1.032 -3.739 -2.137 -0.240
O 3.209 -1.397 0.461 -0.265
N 2.904 -0.409 1.333 -0.122
C 0.639 2.037 4.225 -0.255
H -3.310 3.519 0.784 0.203
H -4.169 2.891 2.191 0.214
H -3.607 4.564 2.174 0.198
H -2.139 3.099 3.573 0.188
H -1.802 2.089 2.160 0.236
H -1.034 5.020 2.552 0.154
H -0.929 4.179 0.986 0.186
H 0.199 4.157 4.288 0.178
H 2.409 4.851 3.310 0.218
H 2.589 3.894 4.790 0.198
H 4.175 3.079 3.050 0.212
H 2.821 2.863 1.926 0.221
H 3.431 0.700 2.952 0.254
H 3.165 1.389 4.578 0.183
H 0.103 -2.074 1.133 0.261
H 2.859 -3.078 -1.507 0.200
H 2.759 -4.176 -0.113 0.224
H 1.413 -1.387 -2.096 0.217
H -0.207 -0.263 -3.545 0.248
H -4.337 -2.319 -4.327 0.205
H -3.298 1.214 -6.182 0.201
H -2.870 -3.583 -3.191 0.216
H -1.245 -4.715 -1.735 0.230
H -0.394 1.699 4.152 0.251
H 0.961 2.015 5.272 0.196
```

Properties
- Orbital gap: 9.221 eV
- LUMO energy: 0.0252 hartree
- SMILES string: CCCO[C@@H]1CCCN(C(=O)c2cc(COc3ccc(-n4cncn4)cc3)on2)C1